C33H39BN4O2P2Sn | ωB97M-V/def2-TZVPD

Results
charge = +2
HOMO-LUMO gap (alpha / beta) = 0.132 / 0.123 hartree

XYZ file:
```
82
Properties=species:S:1:pos:R:3:forces:R:3:mulliken_charge:R:1
Sn -0.112968 1.088756 1.739655 0.327 1.296 -0.924 0.441
C -1.858579 1.889010 -5.209526 -0.592 -0.134 -0.035 -0.513
C -1.987096 0.602393 -4.878714 -0.566 0.475 -0.361 -0.269
C -1.210238 -0.526213 -5.471357 0.730 -0.169 0.083 -1.116
C 0.270418 -0.161718 -5.799564 -0.169 -0.565 -0.168 -0.994
C 0.977857 0.654365 -4.745741 0.332 0.425 -0.345 -0.228
C 1.061232 1.993470 -4.823061 0.605 -0.796 0.009 -0.461
C 0.456681 2.800951 -5.936209 -0.730 0.186 0.026 -0.779
C -1.001178 2.380948 -6.324989 0.387 0.664 -0.400 -1.136
C 1.455863 0.997977 3.401351 0.151 -1.316 3.067 -1.399
H -2.475363 2.680273 -4.748942 0.317 -0.613 -0.194 0.434
H -2.750331 0.274151 -4.178100 0.016 0.380 -0.115 1.348
H -1.658726 -0.907047 -6.403323 -0.074 0.035 0.361 0.303
H -1.230376 -1.352658 -4.731468 0.066 0.166 -0.434 0.257
H 0.798707 -1.111543 -5.943494 0.032 0.144 0.023 0.504
H 0.292332 0.335626 -6.779119 0.214 -0.171 0.474 0.305
H 1.539313 0.071660 -3.996772 -0.318 0.495 -0.085 0.592
H 1.649501 2.572915 -4.102595 -0.170 -0.392 -0.071 0.435
H 1.021500 2.755271 -6.881472 0.215 0.019 0.491 0.261
H 0.454560 3.849435 -5.605408 -0.030 -0.225 -0.259 0.400
H -1.470883 3.281541 -6.732669 -0.010 -0.139 -0.055 0.453
H -0.969144 1.662753 -7.151985 -0.132 0.193 0.277 0.419
H 1.175664 1.610149 4.276083 0.440 -0.459 -0.060 0.501
H 2.279863 1.545565 2.908312 -0.944 -0.031 -0.774 0.693
H 1.805299 -0.019693 3.642323 0.029 0.652 0.323 0.388
P 1.787774 -0.340575 0.483110 3.982 -0.233 -0.490 0.397
P -1.401216 -0.776323 0.532055 -3.390 -0.184 -1.377 -0.069
N 2.922932 0.872498 -0.082824 -0.969 -0.564 0.300 0.595
N 2.998674 -1.586665 0.952979 -1.240 0.519 -0.106 0.555
N -2.197691 0.505687 -0.398842 1.041 -0.436 0.810 0.283
N -2.770269 -1.735747 0.952727 0.663 0.034 0.387 0.465
C 0.968216 -0.998364 -0.992266 -0.269 -0.208 -0.211 -1.120
C -0.373695 -1.698807 -0.673865 0.383 -0.050 0.252 -1.031
C 2.908951 2.214711 0.317633 0.511 0.327 -0.506 -0.296
C 3.862489 2.904369 -0.409355 -0.692 -0.697 0.508 -0.852
C 4.500383 1.962017 -1.284362 -0.849 -0.624 0.553 -0.755
C 3.907228 0.729719 -1.068667 0.343 0.616 -0.120 -0.387
C 3.870001 -1.491277 2.050246 0.136 -0.574 0.098 -0.557
C 4.517272 -2.702965 2.225876 -0.752 0.992 -0.242 -0.732
C 4.028305 -3.597845 1.225732 -0.950 1.008 -0.457 -0.670
C 3.096323 -2.896394 0.471868 0.452 -0.619 0.532 -0.422
C -2.392983 1.806220 0.109131 -0.606 0.519 -0.310 -0.472
C -2.728172 2.644148 -0.938181 0.101 -0.554 0.988 -1.365
C -2.759571 1.862888 -2.118327 0.505 -1.298 0.446 -0.287
C -2.394244 0.563170 -1.774624 -0.399 0.900 -0.298 -0.343
C -3.862647 -2.097180 0.152418 -0.693 -0.657 0.269 -0.302
C -4.692199 -2.948320 0.867892 1.385 0.747 0.061 -0.596
C -4.093097 -3.126987 2.168900 0.933 0.790 -0.583 -0.650
C -2.927781 -2.380321 2.191741 -0.775 -0.449 -0.120 -0.484
H 1.648145 -1.691334 -1.505113 -0.172 0.195 0.053 0.959
H 0.824709 -0.138461 -1.663399 -0.029 -0.060 0.155 0.082
H -0.948076 -1.843692 -1.589594 -0.015 -0.112 0.042 0.689
H -0.184623 -2.683764 -0.212513 -0.208 0.267 -0.128 0.509
H 2.213045 2.515602 1.090175 0.220 0.305 -0.284 0.327
H 4.082586 3.961070 -0.322217 -0.027 -0.220 0.021 0.480
H 5.296742 2.195891 -1.979354 -0.147 -0.214 0.092 0.476
H 4.113994 -0.233646 -1.513932 -0.027 0.105 0.078 0.525
H 3.945631 -0.561224 2.588519 0.188 -0.001 -0.001 0.554
H 5.247989 -2.926984 2.992525 -0.090 0.118 -0.173 0.460
H 4.317876 -4.629976 1.096508 -0.027 0.130 -0.147 0.464
H 2.509991 -3.214668 -0.371077 0.032 -0.121 -0.035 0.429
H -2.387571 2.014174 1.186183 -0.291 -0.096 -0.796 0.679
H -2.938505 3.706289 -0.861560 -0.037 -0.314 0.051 0.492
H -3.001374 2.227426 -3.101454 -0.017 -0.211 0.228 0.494
H -2.322291 -0.335631 -2.373694 0.077 0.280 0.125 0.366
H -3.960652 -1.710759 -0.846906 -0.035 0.036 -0.027 0.417
H -5.609460 -3.412809 0.529309 0.176 0.218 -0.073 0.461
H -4.477238 -3.738246 2.972583 0.072 0.135 -0.046 0.455
H -2.192550 -2.207013 2.956821 0.030 -0.154 0.199 0.481
O -0.258910 -0.990328 4.707606 -0.057 2.102 -2.184 -0.469
B -0.554426 0.274693 4.019386 0.080 -1.105 4.258 1.113
O -1.192693 1.132123 5.010093 1.312 -0.508 -2.533 -0.617
C -1.200074 0.450675 6.191344 0.692 -0.835 -0.276 0.934
C -1.517474 0.909863 7.446415 -0.674 0.641 0.322 -0.981
C -1.237192 0.080349 8.528160 -0.154 0.329 0.099 -0.460
C -0.661708 -1.187095 8.342513 0.046 -0.387 -0.343 -0.529
C -0.381888 -1.664331 7.064831 -0.023 -0.440 -0.104 -0.833
C -0.635765 -0.820004 6.003301 -0.121 0.602 0.319 0.489
H -1.973124 1.897254 7.547089 0.214 -0.317 0.188 0.495
H -1.461699 0.434108 9.541903 0.142 -0.182 -0.504 0.402
H -0.421108 -1.818653 9.196906 -0.141 0.230 -0.175 0.416
H 0.028828 -2.646896 6.844467 0.035 0.159 0.364 0.497
```
Positions in Å, forces in eV/Å.

C2H6OP2S3 | ωB97M-V/def2-TZVPD

Results
charge = 0
HOMO-LUMO gap = 0.294 hartree

XYZ file:
```
14
Properties=species:S:1:pos:R:3:forces:R:3:mulliken_charge:R:1
C 0.575565 0.892196 0.506241 2.578 -0.544 0.156 -0.656
C 0.950579 -1.049564 -1.661696 1.405 1.948 1.000 -0.966
O -1.415895 -0.458576 -0.452308 2.429 1.317 2.376 -0.564
P -0.126520 0.322063 -1.120034 -1.497 -1.757 0.944 0.657
P -0.600396 -0.038022 1.522508 -1.003 0.187 -2.462 0.618
S -0.508178 1.685898 -2.389010 0.087 0.325 -0.353 -0.408
S -0.090400 -1.502609 2.612001 -0.087 -0.009 -0.322 -0.293
S -1.966468 1.303041 2.251450 0.263 0.575 -0.540 -0.208
H 1.587797 0.314273 0.715981 -1.818 1.369 -0.482 0.269
H 0.759606 2.014029 0.555849 -0.608 -1.536 0.328 0.434
H 0.436011 -1.620114 -2.353321 -1.363 -1.257 -1.282 0.340
H 1.738838 -0.540055 -2.260428 0.035 -0.605 0.753 0.310
H 1.285940 -1.685772 -0.814248 -0.004 0.562 -0.609 0.298
H -2.626480 0.363215 2.887016 -0.417 -0.576 0.494 0.169
```
Positions in Å, forces in eV/Å.

C2H8NOS | ωB97M-V/def2-TZVPD

Results
charge = -1
HOMO-LUMO gap = 0.262 hartree

XYZ file:
```
13
Properties=species:S:1:pos:R:3:forces:R:3:mulliken_charge:R:1
C -1.428242 0.726609 -0.191568 -0.756 -0.941 0.335 -0.596
C -0.177677 0.302703 0.556223 -0.010 -0.221 0.416 -0.512
S 0.914489 -0.797752 -0.427946 -0.315 0.526 0.088 -0.704
N -2.291549 -0.373852 -0.634404 -0.295 -0.056 -1.000 -0.632
H -1.116623 1.300415 -1.061341 -0.182 0.150 -0.139 0.292
H -2.122679 1.305215 0.436712 0.517 0.442 0.019 0.328
H -0.469287 -0.260118 1.452392 -0.146 0.077 0.008 0.201
H 0.276233 1.229275 0.938388 0.394 -0.184 -0.232 0.278
H -2.702106 -0.913820 0.114434 0.289 0.167 0.295 0.206
H -1.787580 -1.026961 -1.226859 0.249 0.125 0.221 0.269
H 4.057659 -0.064867 -0.460105 0.108 -0.274 0.161 0.303
H 2.930996 -0.680108 0.291229 -0.072 -0.380 -0.078 0.226
O 3.916369 -0.746733 0.212840 0.219 0.569 -0.092 -0.658
```
Positions in Å, forces in eV/Å.

C16H20N3O5 | ωB97M-V/def2-TZVPD

Results
SMILES = CNC(=O)[C@@H](CC(=O)[O-])NC(=O)[C@@H](Cc1ccccc1)NC(C)=O
charge = -1
HOMO-LUMO gap = 0.284 hartree

XYZ file:
```
44
Properties=species:S:1:pos:R:3:forces:R:3:mulliken_charge:R:1
C 3.956645 -3.198566 0.005684 1.029 3.142 0.601 -1.097
N 3.553098 -1.908116 0.617341 0.118 1.873 0.166 -0.078
C 3.048998 -1.650419 1.891052 -0.007 -2.476 -1.054 0.145
O 2.942609 -2.553539 2.689851 0.175 -1.002 1.012 -0.677
C 2.522687 -0.297940 2.289599 0.399 1.877 -1.334 0.363
C 3.706061 0.707177 2.196081 0.200 0.567 2.539 -0.896
C 4.245979 1.292605 0.916813 0.823 -0.682 1.335 0.556
O 3.728547 0.839897 -0.070080 -3.052 -2.109 -4.875 -0.792
O 5.166464 2.073371 0.898383 1.931 1.997 1.393 -0.774
N 1.493205 0.158604 1.331889 -1.264 -0.405 1.745 0.043
C 0.214480 -0.270522 1.357285 -0.849 -1.581 -0.295 0.181
O -0.172852 -1.266357 1.981562 0.398 1.322 -0.157 -0.684
C -0.845268 0.458243 0.422073 -1.132 -0.243 1.114 -0.272
C -0.705351 -0.007702 -1.025312 0.071 0.287 -0.006 -0.930
C -1.696090 0.569517 -2.027167 -0.507 -0.818 0.047 0.796
C -2.049107 1.934826 -2.056110 1.940 0.469 1.478 -0.037
C -2.922915 2.439463 -2.969956 -0.576 -0.719 -1.762 -0.658
C -3.421723 1.556296 -3.943220 -1.072 0.112 0.498 -0.424
C -3.061645 0.213972 -3.973779 -0.147 -0.490 0.890 -0.528
C -2.260067 -0.337412 -2.959161 0.491 2.961 -0.360 -0.667
N -2.234579 0.065094 0.857176 0.488 -2.141 -1.100 0.105
C -3.204947 0.723986 1.548629 3.287 1.362 -0.973 0.794
C -4.501824 0.090343 1.695293 -2.288 -1.035 1.929 -1.139
O -2.942270 1.848683 1.936048 -0.630 0.717 0.653 -0.675
H 4.187691 -3.855012 0.766152 0.656 -1.537 1.667 0.420
H 3.138606 -3.559915 -0.499217 -1.797 -1.083 -1.536 0.321
H 4.832032 -3.071693 -0.668480 -0.649 0.111 0.485 0.303
H 3.742157 -1.041158 0.100180 -0.191 -0.267 -0.096 0.296
H 2.153296 -0.276029 3.365948 0.260 -0.551 -1.671 0.264
H 3.493911 1.630750 2.755971 -0.183 -0.458 0.477 0.301
H 4.513212 0.180031 2.724201 0.140 0.479 -0.019 0.294
H 1.861546 0.607471 0.533058 0.684 0.910 -0.985 0.322
H -0.670451 1.546456 0.471877 -0.522 -0.443 0.202 0.369
H -0.789349 -1.121780 -1.094116 0.586 0.866 0.147 0.308
H 0.279641 0.396741 -1.264747 0.336 -0.718 -0.571 0.365
H -1.499857 2.644698 -1.373093 -0.809 -0.930 -0.548 0.222
H -3.222666 3.475717 -3.124698 0.283 -0.119 0.741 0.378
H -4.287868 1.943403 -4.489925 0.639 -0.324 -0.572 0.300
H -3.449976 -0.499402 -4.684833 -0.279 0.268 -0.363 0.363
H -1.915609 -1.341018 -3.038326 0.038 -0.712 0.258 0.393
H -2.424024 -0.926577 0.585850 0.205 1.371 0.538 0.268
H -4.884729 -0.273844 0.728684 -0.020 0.230 0.402 0.305
H -4.429259 -0.815146 2.407538 -0.117 1.333 -1.076 0.262
H -5.188439 0.874804 2.188003 0.914 -1.413 -0.962 0.291
```
Positions in Å, forces in eV/Å.

C4H6O | ωB97M-V/def2-TZVPD

Results
charge = 0
HOMO-LUMO gap (alpha / beta) = 0.322 / 0.327 hartree

XYZ file:
```
11
Properties=species:S:1:pos:R:3:forces:R:3:mulliken_charge:R:1
C -0.430358 0.211531 -0.670072 3.515 -0.646 -0.348 -0.379
C -1.191373 -0.733377 0.115109 -0.152 2.541 -0.078 -0.013
C -1.285203 0.720546 0.418446 0.863 -1.101 -0.587 -0.169
C 1.979259 -0.004191 -0.002803 -2.808 0.085 -2.365 -0.853
O -2.415157 -0.004522 -0.079747 -1.680 0.124 0.503 -0.392
H -0.358787 0.139317 -1.774055 -0.345 1.016 0.750 0.283
H -1.114796 -1.590666 0.686316 0.180 -1.312 1.067 0.362
H -1.125579 1.317803 1.328200 -0.518 -0.519 -0.704 0.279
H 1.909319 0.151051 1.023781 0.093 0.347 1.524 0.290
H 2.384764 0.757577 -0.669304 -0.003 -0.449 0.291 0.289
H 1.647907 -0.965067 -0.375876 0.855 -0.086 -0.052 0.302
```
Positions in Å, forces in eV/Å.

C7H16AsIO6P | ωB97M-V/def2-TZVPD

Results
charge = -1
HOMO-LUMO gap = 0.203 hartree

XYZ file:
```
32
Properties=species:S:1:pos:R:3:forces:R:3:mulliken_charge:R:1
O 1.695784 3.852935 -1.510668 -0.253 -0.192 3.186 -0.448
C 1.658337 3.951939 -2.676168 0.570 0.688 -1.858 0.042
O 1.135740 3.101564 -3.525814 -0.903 0.443 -0.779 -0.223
C -0.114387 2.496595 -3.098186 0.254 -1.344 0.174 -0.689
C 0.104968 1.169946 -2.393568 -0.321 0.658 -0.412 -0.808
As 0.653347 -0.298105 -3.714571 -0.732 1.090 -1.000 -0.702
P 2.356991 -1.267799 -2.348944 1.024 -1.145 -0.191 -0.108
O 3.648291 -0.190529 -2.512562 -0.651 0.000 0.623 -0.467
I 1.672126 -1.239006 0.053053 0.004 0.352 0.035 -0.132
H 2.080369 4.842880 -3.156377 0.307 -0.070 -0.557 0.361
H -0.683773 3.183116 -2.482017 0.155 0.449 0.206 0.340
H -0.675114 2.322676 -4.004581 -0.072 0.080 -0.511 0.402
H -0.865647 0.884951 -1.985955 -0.043 -0.251 0.218 0.359
H 0.810750 1.355919 -1.597066 0.204 -0.298 0.338 0.377
H 1.758730 0.661540 -4.320647 0.176 0.039 0.123 0.075
H 1.083376 -1.385937 -4.794118 0.088 -0.263 0.139 0.152
H -0.424033 -1.306651 -3.131491 0.111 -0.199 0.361 0.093
H -0.411520 0.275247 -4.748021 -0.111 -0.002 0.002 0.103
H 4.277629 -0.457648 -1.831495 0.213 0.077 -0.218 0.295
C -3.169265 -1.665449 4.473435 -0.134 -0.314 -0.144 -1.432
C -1.688686 -1.946603 4.565066 -0.409 0.154 -0.057 0.497
C -0.805429 -0.762346 4.245547 0.185 0.136 0.070 -0.477
O 0.368805 -1.386939 3.724722 -0.170 -0.099 0.054 -0.254
C 0.000167 -2.588022 3.201138 -0.041 0.155 -0.081 0.531
O 0.688405 -3.262800 2.519473 0.039 -0.295 0.148 -0.457
O -1.280768 -2.890035 3.565998 0.209 0.083 0.106 -0.358
H -3.454649 -1.444938 3.444654 0.096 0.117 -0.003 0.360
H -3.744239 -2.537788 4.785233 0.005 0.029 0.052 0.344
H -3.445528 -0.824072 5.109888 0.054 0.006 0.024 0.370
H -1.442210 -2.366347 5.545450 0.081 0.028 -0.006 0.230
H -0.562002 -0.166965 5.123366 0.160 -0.042 -0.032 0.298
H -1.226567 -0.111328 3.475226 -0.093 -0.070 -0.010 0.326
```
Positions in Å, forces in eV/Å.

The records above give, respectively, energy relative to the best compared isomer or geometry (same formula, charge and spin) values of 97.4, 64.8, 9.4, 89.8, 645.1, 0.0 kJ/mol.